## 1
{
  "formula": "C3H2N4O",
  "method": "ωB97M-V/def2-TZVPD",
  "symbols": ["N", "C", "H", "H", "N", "N", "O", "N", "C", "C"],
  "coordinates": [[0.082, 0.195, 0.151], [-1.564, -0.590, 1.799], [-0.478, -0.799, -2.576], [0.308, -0.090, 2.366], [1.076, 0.906, 0.013], [1.754, 1.218, -0.943], [-2.434, -1.241, 2.312], [1.269, 0.634, -2.187], [0.363, -0.109, -2.334], [-0.375, -0.126, 1.400]],
  "lowdin_charge": [-0.04, -0.14, 0.10, 0.16, -0.14, -0.03, 0.12, 0.01, 0.12, -0.17],
  "multiplicity": 1
}


## 2
{
  "formula": "C3H2N4O",
  "method": "ωB97M-V/def2-TZVPD",
  "symbols": ["C", "N", "O", "C", "H", "N", "H", "N", "C", "N"],
  "coordinates": [[0.121, 1.372, -0.233], [1.015, 0.874, 0.677], [-2.174, -0.151, 1.022], [0.710, -1.302, -0.094], [0.357, 2.454, -0.279], [-0.452, -1.395, -0.448], [1.336, -2.041, -0.592], [1.372, -0.353, 0.712], [-1.364, -0.307, 0.075], [-0.921, 0.850, -0.839]],
  "lowdin_charge": [-0.21, 0.04, 0.09, -0.25, 0.13, 0.17, 0.12, 0.09, -0.35, 0.18],
  "smiles": "O=c1ncnncn1",
  "multiplicity": 1
}


It is 2 that is most stable; the runner-up trails by 2.463 eV.


## 1
{
  "formula": "C4H3FO",
  "method": "ωB97M-V/def2-TZVPD",
  "symbols": ["C", "C", "C", "H", "H", "O", "C", "F", "H"],
  "coordinates": [[-2.210, -0.447, -0.022], [0.224, -0.130, 0.246], [-1.090, -0.021, -0.420], [-0.973, 0.114, -1.531], [1.122, -1.063, -1.468], [-3.290, -0.743, 0.318], [1.168, -0.735, -0.364], [2.300, -0.903, 0.222], [0.427, 0.443, 1.189]],
  "lowdin_charge": [-0.21, -0.11, -0.12, 0.14, 0.16, 0.17, -0.25, 0.06, 0.14],
  "smiles": "O=C=C/C=C/F",
  "multiplicity": 1
}


## 2
{
  "formula": "C4H3FO",
  "method": "ωB97M-V/def2-TZVPD",
  "symbols": ["H", "H", "F", "H", "C", "C", "C", "C", "O"],
  "coordinates": [[-0.395, 2.072, 0.147], [-1.443, -0.704, -0.916], [2.108, 1.328, 0.039], [-1.459, -0.717, 0.804], [-0.931, -0.384, -0.028], [0.448, -1.069, -0.108], [-0.279, 0.981, 0.104], [0.961, 0.578, -0.128], [0.991, -2.084, 0.086]],
  "lowdin_charge": [0.13, 0.11, 0.02, 0.09, -0.09, -0.26, -0.02, -0.14, 0.16],
  "smiles": "O=C1CC=C1F",
  "multiplicity": 1
}


## 3
{
  "formula": "C4H3FO",
  "method": "ωB97M-V/def2-TZVPD",
  "symbols": ["H", "F", "H", "O", "C", "C", "C", "H", "C"],
  "coordinates": [[-0.553, 0.802, -2.102], [0.907, 0.971, -0.691], [-1.357, -1.179, 1.274], [3.037, -0.943, 0.101], [-0.397, 0.690, -0.969], [-1.147, 0.333, 0.064], [2.952, -0.855, -1.037], [-1.898, 0.318, 2.145], [-1.543, -0.137, 1.215]],
  "lowdin_charge": [0.14, -0.06, 0.05, 0.01, -0.16, -0.07, 0.01, 0.07, 0.02],
  "multiplicity": 1
}


It is 1 that is most stable; the runner-up trails by 0.489 eV.


## 1
{
  "formula": "C2H4FP",
  "method": "ωB97M-V/def2-TZVPD",
  "symbols": ["F", "H", "C", "H", "P", "C", "H", "H"],
  "coordinates": [[-2.781, -0.814, 0.009], [1.626, -0.785, -0.978], [0.494, 0.318, 0.497], [2.574, -0.336, 0.554], [-2.126, 0.702, -0.084], [1.575, -0.245, -0.050], [-1.706, 0.455, -1.357], [0.344, 0.705, 1.408]],
  "lowdin_charge": [-0.49, 0.02, -0.12, 0.09, 0.86, -0.12, -0.18, -0.07],
  "multiplicity": 1
}


## 2
{
  "formula": "C2H4FP",
  "method": "ωB97M-V/def2-TZVPD",
  "symbols": ["H", "H", "C", "F", "C", "H", "H", "P"],
  "coordinates": [[-1.525, 0.445, 0.674], [-1.158, -1.437, 0.446], [-1.082, -0.373, 0.002], [0.545, 1.769, -0.385], [0.334, 0.070, 0.017], [2.655, 0.505, -0.043], [-1.522, -0.404, -0.966], [1.753, -0.575, 0.255]],
  "lowdin_charge": [0.11, 0.11, -0.14, -0.31, -0.62, -0.09, 0.06, 0.88],
  "multiplicity": 1
}


It is 2 that is most stable; the runner-up trails by 0.600 eV.